(1)
# ClIn4O24P6Y2

A molecular structure, ClIn4O24P6Y2 at a distorted geometry (ωB97M-V with the def2-TZVPD basis set, OMol25).

The energy is -5151.8385 Ha. The charge is -1. The value obtained for the largest force on an atom is 3.14 eV Å⁻¹.

Each line ends with the Löwdin charge.
Positions of all 37 atoms, in Å:
In: 3.5871 -2.3528 -2.7865  0.839
In: -3.0407 0.0751 -1.1577  1.080
In: -0.7133 0.4843 -5.5901  0.964
In: 2.1099 3.6957 -2.1595  0.982
Y: 0.3370 -2.5855 0.0138  1.473
Y: 0.5711 1.0070 0.8604  1.365
P: -1.6094 3.2749 -0.6638  0.002
O: -0.4411 4.0285 -1.2575  -0.277
O: -1.2368 1.9761 0.0635  -0.445
O: -2.8915 2.9131 -1.4148  -0.268
O: -2.1109 4.3731 0.2963  0.036
P: 2.8307 -1.4575 1.4187  -0.007
O: 2.4661 -0.0056 1.3478  -0.299
O: 4.2998 -1.3962 1.8526  -0.069
O: 2.5342 -2.1938 0.0769  -0.517
O: 2.2417 -2.2510 2.5962  -0.082
P: 0.3933 -0.0745 -1.9287  0.048
O: -0.6737 0.4295 -2.8947  -0.596
O: 1.1368 -1.4333 -2.0954  -0.637
O: -0.2058 -0.4318 -0.5466  -0.602
O: 1.2455 1.1453 -1.3931  -0.533
P: 1.6911 3.8254 1.4360  -0.014
O: 0.4227 3.0180 1.8061  -0.234
O: 2.5375 4.3337 2.5562  -0.178
O: 1.2335 4.8794 0.4295  -0.255
O: 2.3933 2.6611 0.6500  -0.371
P: -2.6899 -3.8162 -0.1810  -0.073
O: -1.7840 -2.6715 -0.6390  -0.505
O: -1.9799 -5.1690 -0.3139  -0.059
O: -4.0382 -3.8206 -0.8159  -0.201
O: -2.7138 -3.8430 1.3586  -0.011
P: -1.3674 -0.8321 2.3352  0.000
O: -1.6428 -1.4413 3.7006  -0.156
O: -1.0394 0.6445 2.3282  -0.272
O: -2.5934 -1.1061 1.4627  -0.286
O: -0.0740 -1.5387 1.8443  -0.452
Cl: 0.8146 -4.3441 -2.5951  -0.390

=====

(2)
# ClKO12S2

A molecular structure, ClKO12S2 at a distorted geometry (ωB97M-V with the def2-TZVPD basis set, OMol25).

The energy is -2759.0973 Ha. The charge is -3. The spin multiplicity is 2. The value obtained for the largest force on an atom is 3.96 eV Å⁻¹.

Each line ends with the Mulliken spin population.
Positions of all 16 atoms, in Å:
K: -1.0752 0.7329 -0.6868  0.000
S: -1.7689 1.0576 2.6892  -0.001
O: -0.8028 1.7851 3.4534  0.001
O: -2.3460 1.8623 1.5923  0.001
O: -1.1696 -0.1444 2.1787  0.009
O: -2.8875 0.7235 3.5907  0.002
S: -0.0521 -3.1261 -0.1440  -0.078
O: 1.3628 -3.3627 -0.1086  0.070
O: -0.6685 -3.8440 -1.2624  0.047
O: -0.6682 -3.4676 1.1174  0.515
O: -0.3514 -1.7204 -0.1501  0.433
Cl: 2.0889 1.8640 -2.4561  0.000
O: 1.1779 0.7869 -2.5656  0.000
O: 1.9913 2.7776 -3.6253  0.000
O: 1.7178 2.5969 -1.2998  0.000
O: 3.4514 1.4782 -2.3231  0.000

=====

(3)
# ClN2O2

2 unconnected molecules or ions with the total composition ClN2O2 at a distorted geometry (ωB97M-V with the def2-TZVPD basis set, OMol25).

The energy is -720.0911 Ha. The charge is -1. The calculation puts the energy relative to the best compared isomer or geometry (same formula, charge and spin) at 33.1 kJ/mol. The value obtained for the largest force on an atom is 5.24 eV Å⁻¹.

Each line ends with the Löwdin charge.
Positions of all 5 atoms, in Å:
N: -0.7552 -0.4029 -1.7549  0.218
N: -0.7244 0.4838 -1.1363  -0.336
O: 0.3972 -1.1874 1.3223  -1.078
O: -0.5293 1.4162 -0.4646  0.065
Cl: 1.6117 -0.3097 2.0335  0.130

=====

(4)
# ClNO2S

2 unconnected molecules or ions with the total composition ClNO2S at a distorted geometry (ωB97M-V with the def2-TZVPD basis set, OMol25).

The energy is -1063.4455 Ha. The calculation puts the energy relative to the best compared isomer or geometry (same formula, charge and spin) at 155.4 kJ/mol. The value obtained for the largest force on an atom is 2.66 eV Å⁻¹.

Each line ends with the Löwdin charge.
Positions of all 5 atoms, in Å:
N: -1.1155 -0.0021 -0.0018  -0.306
O: -1.3563 -0.6725 -0.9271  0.120
O: -1.6011 0.4422 0.9622  0.122
S: 1.6311 0.9923 -0.2552  0.083
Cl: 2.4417 -0.7599 0.2219  -0.019

=====

(5)
# ClNO7Rb

A molecular structure, ClNO7Rb at a distorted geometry (ωB97M-V with the def2-TZVPD basis set, OMol25).

The energy is -1065.3296 Ha. The charge is -1. The calculation puts the energy relative to the best compared isomer or geometry (same formula, charge and spin) at 333.4 kJ/mol. The value obtained for the largest force on an atom is 5.79 eV Å⁻¹.

Each line ends with the Löwdin charge.
Positions of all 10 atoms, in Å:
Rb: -0.5174 4.1467 0.6583  0.975
Cl: 0.7562 0.8472 -0.7554  0.630
O: -0.4509 1.3353 -0.2565  -0.474
O: 1.1868 2.0296 -1.4398  -0.478
O: 1.8684 0.6715 0.2676  -0.377
O: 0.4675 -0.1000 -1.7998  -0.309
N: -0.8137 -2.2083 0.8557  -0.608
O: 0.1035 -3.0231 0.9396  -0.088
O: -1.1524 -2.0419 -0.3418  -0.109
O: -1.4480 -1.6569 1.8720  -0.162

=====

(6)
# ClO2PS

ClO2PS in the gas phase at a distorted geometry (ωB97M-V with the def2-TZVPD basis set, OMol25).

The energy is -1350.1826 Ha. The calculation puts the energy relative to the best compared isomer or geometry (same formula, charge and spin) at 99.8 kJ/mol. The value obtained for the largest force on an atom is 1.81 eV Å⁻¹.

Each line ends with the Löwdin charge.
Positions of all 5 atoms, in Å:
O: 0.2580 -1.5776 1.5773  -0.541
O: 0.1285 0.4447 0.2012  -0.924
P: -0.1722 -0.2142 -1.2562  0.414
S: 0.2234 -0.1246 1.6855  0.860
Cl: -0.4376 1.4717 -2.2077  0.192

=====

(7)
# ClO2S

2 unconnected molecules or ions with the total composition ClO2S at a distorted geometry (ωB97M-V with the def2-TZVPD basis set, OMol25).

The energy is -1008.7692 Ha. The charge is -1. The calculation puts the energy relative to the best compared isomer or geometry (same formula, charge and spin) at 487.1 kJ/mol. The value obtained for the largest force on an atom is 2.00 eV Å⁻¹.

Each line ends with the Löwdin charge.
Positions of all 4 atoms, in Å:
O: 1.7786 1.1300 -0.4462  -0.788
O: -1.2179 -0.1315 -1.0168  -0.663
S: -0.5069 0.3552 0.1644  0.446
Cl: -0.0538 -1.3537 1.2986  0.006

=====

(8)
# ClO4Tl

A molecular structure, ClO4Tl at a distorted geometry (ωB97M-V with the def2-TZVPD basis set, OMol25).

The energy is -932.3367 Ha. The charge is +2. The calculation puts the energy relative to the best compared isomer or geometry (same formula, charge and spin) at 86.8 kJ/mol. The value obtained for the largest force on an atom is 4.66 eV Å⁻¹.

Each line ends with the Löwdin charge.
Positions of all 6 atoms, in Å:
Tl: -1.3813 -2.9060 0.0446  1.160
Cl: 0.3829 0.5366 0.0055  0.817
O: -0.2167 0.5777 1.2758  0.064
O: -0.8225 0.9742 -0.7565  0.152
O: 1.3239 1.6559 -0.1846  0.074
O: 0.7138 -0.8384 -0.3848  -0.267

=====

(9)
# CrCuH11O10S

A molecular structure, CrCuH11O10S at a distorted geometry (ωB97M-V with the def2-TZVPD basis set, OMol25).

The energy is -3842.0759 Ha. The calculation puts the energy relative to the best compared isomer or geometry (same formula, charge and spin) at 152.7 kJ/mol. The spin multiplicity is 5. The value obtained for the largest force on an atom is 7.44 eV Å⁻¹.

Each line ends with the Mulliken spin population.
Positions of all 24 atoms, in Å:
Cu: 2.3456 0.9654 -1.4179  0.000
Cr: -0.7623 -0.9645 -1.3343  3.986
S: -0.6820 2.2214 -2.3248  0.003
O: -1.1275 0.9855 -1.7233  -0.013
O: 0.7562 1.9599 -2.5704  0.005
O: -1.4530 2.4720 -3.5821  -0.002
O: -0.7187 3.2660 -1.3249  -0.003
O: 0.8021 -0.2713 -0.1161  -0.036
H: 1.5439 -0.9052 -0.0664  0.020
O: -0.5053 1.9186 1.0165  0.000
H: -1.1230 1.5136 1.6253  0.000
H: -0.0486 1.1811 0.6119  0.006
O: -2.0276 -1.0798 0.3394  0.025
H: -2.8087 -0.5397 0.4592  0.004
H: -1.7200 -1.2575 1.2282  0.003
O: 2.3497 0.5555 1.9055  0.002
H: 2.7457 1.2950 1.4446  0.000
H: 1.6464 0.2608 1.3269  0.003
O: -0.2013 -3.0330 -0.8601  -0.005
H: 0.4892 -3.3688 -0.2885  0.003
H: -0.2423 -3.6609 -1.5813  -0.001
O: -0.0183 -1.4544 2.3664  0.000
H: 0.2781 -1.0520 3.1828  0.000
H: 0.4816 -1.0075 1.6833  -0.001

=====

(10)
# CrO12PS2

A molecular structure, CrO12PS2 at a distorted geometry (ωB97M-V with the def2-TZVPD basis set, OMol25).

The energy is -3085.0127 Ha. The charge is -4. The calculation puts the energy relative to the best compared isomer or geometry (same formula, charge and spin) at 0.0 kJ/mol. The spin multiplicity is 4. The value obtained for the largest force on an atom is 3.18 eV Å⁻¹.

Each line ends with the Mulliken spin population.
Positions of all 16 atoms, in Å:
Cr: -0.0937 -0.1777 0.0856  2.995
P: 1.8043 1.1015 -1.3261  0.005
O: 2.1306 0.7188 -2.7814  -0.003
O: 2.4396 2.4086 -0.8071  -0.004
O: 1.7897 -0.1479 -0.3730  0.006
O: 0.2324 1.3015 -1.0915  -0.004
S: -0.8726 -2.7066 -0.5385  -0.006
O: -2.2870 -3.0859 -0.5120  0.001
O: -0.6717 -1.4530 -1.3228  0.006
O: -0.3562 -2.0921 0.7313  0.008
O: -0.0674 -3.7963 -1.0620  0.000
S: -0.8430 1.6511 1.8488  -0.008
O: -1.6368 0.8155 0.8941  0.015
O: -0.4436 2.9382 1.2881  -0.001
O: -1.4849 1.7717 3.1612  0.001
O: 0.3603 0.7524 1.8055  -0.012